# 1
C20H43LuN2P3Se as an isolated structure in a non-equilibrium geometry, computed with ωB97M-V with the def2-TZVPD basis set.

```
70
Properties=species:S:1:pos:R:3:forces:R:3
H -3.83077 -1.13951 3.19575 -0.2 0.2 -0.2
H -1.79245 -1.16179 4.78882 0.2 0.2 0.2
H 1.53630 -2.38654 3.31694 0.2 0.1 -0.1
H 0.83230 0.24988 -0.73352 1.5 1.0 -1.4
C -0.65852 -3.59166 -0.25417 0.1 -3.5 0.7
Se -2.17266 1.10003 -0.46950 -1.8 2.9 -2.8
H -2.85661 4.58194 -3.90355 0.1 -0.2 0.1
H 2.05716 -0.70546 3.58587 0.1 -0.3 -0.2
H -0.70848 3.59956 2.86972 -0.5 0.2 0.0
H -1.81024 2.19299 2.80207 0.2 0.2 -0.1
H 2.38481 1.55306 2.93129 -0.2 0.1 0.0
H 4.19707 -0.67233 1.03126 0.2 0.3 -0.1
C -1.12177 -5.79865 -1.20779 0.0 1.0 -0.4
C -1.60065 2.04863 -1.97330 -0.7 -0.6 1.3
H 3.25647 -0.11360 -0.39273 0.0 -0.1 0.2
C -2.16417 3.81374 -3.56551 -0.9 -0.2 0.9
H 2.30840 -2.79510 -0.60822 0.1 0.0 0.3
C -2.47563 3.05782 -2.44426 -0.9 1.3 -0.8
H -0.06961 -1.03576 4.33186 -0.3 0.0 0.0
C -3.30237 -0.62639 2.38432 -0.7 0.1 0.0
H 2.85572 5.37272 -7.37744 -0.3 -0.2 -0.2
H 0.45546 5.84797 -6.93375 0.1 -0.2 -0.3
H 0.64495 -5.23666 1.55890 -0.2 -0.1 0.0
C 2.06283 4.73479 -7.78391 -0.8 0.1 0.3
H -0.02849 4.35933 -7.95939 0.3 0.3 0.1
H 1.97787 2.47258 0.00776 -0.2 0.1 0.2
C -1.64145 -2.91884 2.55245 0.0 -0.9 -0.1
N -0.66950 -4.86199 -0.10050 -0.1 -2.9 0.2
C 1.14006 2.96891 0.51181 0.3 0.4 0.0
C -1.08210 -0.68070 4.10671 0.1 0.2 0.9
H -2.13690 -3.19368 3.48053 -0.1 -0.2 0.1
P 1.94747 -1.28526 1.22814 -0.2 0.8 0.1
H -3.38536 0.45943 2.51410 0.0 -0.2 0.1
H 1.38890 2.93406 3.46286 0.1 -0.1 0.1
H -3.76445 -0.88050 1.42026 0.0 -0.1 0.3
C 1.36301 1.89047 3.13021 0.6 -0.2 0.8
H -0.72255 4.18761 -5.14527 0.0 -0.2 0.1
C 0.76291 4.99095 -7.54209 0.8 -0.3 0.0
H -1.11512 0.40292 4.26098 -0.1 -0.2 0.0
H 2.37196 3.88494 -8.40290 -0.1 0.4 0.2
C -0.08871 2.59731 -3.81028 0.4 -0.6 0.7
H 1.50277 3.82880 1.08784 0.0 0.1 -0.4
H -1.62908 3.22837 1.36542 0.1 0.0 0.3
C 3.26928 -0.19627 0.70034 0.6 0.1 0.0
Lu -0.34630 -0.35363 0.44583 0.9 -3.2 -1.2
C 2.20349 -1.59278 2.95795 0.6 -0.2 0.9
H -1.10245 -5.39092 1.93723 0.1 -0.1 -0.1
H -0.43998 -5.66790 -2.05272 -0.3 -0.1 0.1
C -0.96631 3.59231 -4.26284 0.0 0.0 0.1
H 0.84486 2.41825 -4.34620 -0.3 0.0 0.2
H 0.28239 1.06771 -2.34107 -0.1 0.0 -0.2
H -0.62520 -3.35092 2.54549 -0.4 0.3 0.1
H -2.14084 -5.52352 -1.47328 0.1 -0.1 -0.2
H -1.10853 -6.84035 -0.89150 0.1 0.3 0.3
P -1.59075 -1.13556 2.46285 -0.6 -0.4 1.7
H 3.45207 -2.96095 0.75328 0.1 -0.4 -0.2
C 2.40447 -2.81670 0.48608 0.4 -1.1 -0.6
H 3.24096 -1.93077 3.04607 -0.1 0.0 0.4
H -3.40442 3.22989 -1.90313 0.2 0.1 -0.2
H 0.93901 1.27279 3.93103 0.1 0.2 -0.1
C -0.32512 -5.59199 1.19920 0.0 1.3 0.1
N -0.60737 -2.45264 -0.26639 -0.2 3.0 -0.6
H 0.42569 3.29680 -0.25129 0.2 0.0 0.2
H 3.19612 0.81330 1.11761 0.1 -0.3 0.0
H 1.81168 -3.65699 0.87199 0.2 0.3 -0.1
H -0.26081 -6.67031 1.07993 0.0 0.2 -0.6
H -2.19398 -3.35291 1.70658 0.1 0.2 0.4
C -0.40001 1.83764 -2.68999 1.4 -0.2 -1.0
C -1.09992 2.80291 2.22941 -0.5 0.7 0.5
P 0.32320 1.87916 1.68976 0.1 0.5 -0.9
```
Positions in Å, forces in eV/Å.

## Properties
maximum force: 4.39 eV/Å
multiplicity: 1
E_HOMO (alpha / beta): -15.31 / -15.31 eV
orbital gap (alpha / beta): 2.19 / 2.15 eV
net charge: +3
DFT total energy: -5557.26919 hartree


# 2
C10H26KNO4 as an isolated structure in a non-equilibrium geometry, computed with ωB97M-V with the def2-TZVPD basis set.

```
42
Properties=species:S:1:pos:R:3:forces:R:3
H 1.29439 2.24754 1.42206 0.1 0.2 0.1
O -0.63006 1.20173 -3.30320 0.3 -1.2 -0.7
H 3.11408 -1.97352 -0.56511 -0.2 -0.1 0.6
C -1.12820 3.22475 2.04673 -0.6 -1.0 1.0
O -1.56876 -2.20314 0.69504 -0.8 1.6 -0.2
C -0.81621 -4.39346 0.20534 0.5 0.8 0.6
C -0.54975 -0.03415 -3.96277 0.6 0.1 0.3
H 0.62870 -1.46307 -5.06074 -0.3 0.1 -0.2
H 0.38619 -2.63688 0.98444 0.3 -0.5 0.0
H 0.81000 0.23067 -5.60120 0.2 -0.2 -0.1
H 3.05969 0.80599 1.05207 0.1 0.1 -0.7
H -0.11079 -2.54333 -0.69771 -0.2 0.2 -0.1
H 3.12712 -0.83542 1.60199 -0.2 -0.3 0.2
H -0.92128 1.43310 3.22212 0.1 -0.3 -0.3
H -0.68021 -0.79130 -3.18960 -0.4 -0.3 0.5
C -0.25072 2.15110 2.74997 -0.2 1.2 -0.3
O -2.06275 2.55519 1.19316 -0.4 0.5 -1.3
H 0.34210 2.58738 3.55392 -0.3 0.5 0.4
N 0.67066 1.55675 1.81433 -0.8 -1.5 -1.0
H -2.98656 4.39634 0.58208 0.1 -0.1 -0.1
C 1.44534 0.43593 2.33781 1.7 0.6 -0.5
H -1.21879 -4.70746 1.16838 0.3 0.0 0.3
H -1.40267 -0.19782 -4.62143 -0.6 0.4 0.1
H 2.08835 -1.36481 -1.80382 -0.7 0.2 0.3
H -3.90452 3.35286 1.70667 0.1 0.4 0.3
H 2.15631 0.84869 3.05353 0.1 -0.2 0.8
K -0.77419 0.40331 -0.42775 -0.2 0.2 0.3
H -1.68205 -4.53417 -0.44168 0.4 0.1 -0.5
H -1.73459 3.71214 2.81017 0.2 0.3 0.2
H 0.84928 -0.31200 2.86070 -0.2 0.0 -0.4
H -3.85760 2.88674 0.07577 0.7 -0.1 -0.3
C 2.57212 -1.07830 -0.87001 1.0 0.0 -0.8
O 1.71482 -0.51616 0.09713 0.3 -0.1 0.0
C 2.43885 -0.06853 1.24666 -1.3 0.2 0.6
C -3.24600 3.36912 0.83823 0.6 -0.8 1.2
C 0.69986 -0.42464 -4.73717 0.3 0.6 0.0
H 3.34449 -0.37319 -1.17721 0.1 0.3 0.1
H 0.03354 -5.03268 -0.03428 -0.2 -0.1 -0.2
H -0.52083 3.97413 1.53915 0.0 0.0 -0.3
H -1.92269 -2.61688 1.48570 0.0 0.0 0.1
H 1.61156 -0.38950 -4.14080 0.0 0.3 0.1
C -0.41823 -2.88305 0.29132 -0.3 -2.1 0.0
```
Positions in Å, forces in eV/Å.

## Properties
maximum force: 2.10 eV/Å
multiplicity: 2
E_HOMO (alpha / beta): -12.19 / -12.19 eV
⟨S²⟩: 0.754
orbital gap (alpha / beta): 9.88 / 7.32 eV
net charge: +1
DFT total energy: -1351.96365 hartree


# 3
A 3-piece molecular cluster, C13H33O10PS overall in a non-equilibrium geometry, computed with ωB97M-V with the def2-TZVPD basis set.

```
58
Properties=species:S:1:pos:R:3:forces:R:3
H -0.58886 0.12199 1.44351 -1.8 -0.8 1.3
H -1.61104 -3.82743 -1.33841 0.7 0.6 2.4
O -2.64511 3.67614 1.61055 -0.3 0.3 -0.2
O 3.54169 -2.95647 3.01312 -3.6 -0.2 -5.6
H -1.13402 4.98013 1.18948 0.0 0.0 0.0
H -4.55280 6.08325 4.24004 0.0 -0.1 0.1
O 3.53340 -2.02359 0.45646 -4.6 -1.0 1.5
H 0.90886 -2.12497 3.04739 1.0 -0.3 -1.4
C -1.54238 -0.22077 2.03067 -0.9 0.1 -0.2
O -4.11708 6.17038 2.22119 0.3 -0.4 0.2
H -3.43913 -1.84764 3.20493 1.2 -1.3 -1.9
C -1.32331 -3.49574 -0.22755 -1.0 0.3 -1.8
H -3.78010 -3.12837 1.86575 1.9 1.1 1.0
H 6.25050 0.92951 -4.70108 -0.1 0.1 0.1
P 2.62356 -2.90562 1.68967 4.5 1.9 6.4
C -2.69218 6.04500 2.21727 -0.3 0.0 -0.5
H -4.19145 2.35163 1.39564 0.1 0.1 0.0
C 2.46817 -1.35990 -4.07451 -0.1 0.1 0.2
O -0.06995 -4.69486 2.30198 2.3 0.3 -4.7
C -2.42711 -1.38359 1.21605 -0.4 1.3 0.9
H -2.07776 -3.11637 2.82013 -1.5 1.2 -1.2
C -3.78854 3.23256 0.88900 0.2 -0.1 0.2
H 4.17976 -3.06132 -3.85519 0.1 0.2 0.0
H -1.88012 -4.23697 0.47731 1.2 1.6 -0.9
H -2.22996 0.74625 2.16155 1.6 -2.1 -0.1
H -2.31686 5.82299 3.22482 -0.1 -0.1 -0.2
O 3.37898 -1.33873 -2.98144 0.1 -0.2 -0.3
H -4.32049 4.48942 3.45783 0.0 0.1 0.0
H 6.02145 -0.75955 -2.91433 -0.1 -0.1 -0.1
H -2.58416 5.21986 0.20158 0.0 0.0 0.2
H -3.40332 -0.80080 0.85128 2.0 -1.5 0.7
C 5.32313 0.39242 -4.92583 0.1 -0.1 -0.2
H -2.28694 7.01664 1.91623 0.0 0.0 0.0
H -5.79110 5.43185 3.14372 0.2 0.1 0.0
H 6.54645 -2.27300 -3.67061 0.0 0.0 0.0
C -4.71416 5.50138 3.32660 -0.2 0.2 -0.1
O 5.57303 -1.00877 -4.94055 -0.2 0.2 0.4
O 0.16908 -3.63053 -0.18318 0.0 -1.0 2.0
C -2.91410 -2.46378 2.32805 -1.2 0.4 0.1
C -1.66172 -1.92256 -0.09537 0.3 0.7 -0.6
C 4.45932 -2.26082 -3.15722 0.2 0.4 0.2
O 2.29562 -4.55951 1.26460 -1.7 4.2 -0.9
S 0.64463 -4.83400 0.92632 -2.3 -0.9 3.5
H 1.84971 -2.25987 -4.01927 0.0 -0.1 -0.1
H -1.30080 -0.67896 3.08330 -0.2 1.2 -2.0
H 2.98284 -1.32260 -5.03752 0.0 0.0 0.1
H 4.55163 0.66615 -4.20050 0.1 -0.1 0.0
H 4.65110 -2.71892 -2.18279 0.0 0.0 0.0
H 2.87944 -1.37397 0.01932 1.4 -1.3 0.6
H -3.49471 2.94772 -0.12492 -0.1 0.0 -0.1
H -0.63203 -1.32473 -0.18629 -2.2 -1.5 0.2
H -2.28385 -1.59963 -1.05418 1.3 -0.8 2.0
C -2.22742 4.98621 1.21364 0.0 -0.1 0.5
H 4.98129 0.68975 -5.92223 0.1 -0.1 0.1
C 5.72987 -1.54503 -3.62377 -0.2 -0.3 -0.4
H -4.56877 3.99623 0.84786 0.1 0.0 0.0
O 1.22975 -1.95339 2.11418 1.9 -2.0 -1.3
H 1.81805 -0.48470 -3.99427 0.1 -0.1 0.1
```
Positions in Å, forces in eV/Å.

## Properties
maximum force: 8.07 eV/Å
multiplicity: 1
E_HOMO: -9.43 eV
orbital gap: 9.22 eV
DFT total energy: -2006.87583 hartree


# 4
One molecule with the formula C16H12F3N3O4S in a non-equilibrium geometry, computed with ωB97M-V with the def2-TZVPD basis set.

```
39
Properties=species:S:1:pos:R:3:forces:R:3
O 0.40757 0.05008 -2.00348 0.1 0.3 0.1
O -2.71138 -2.18682 -1.74246 -0.4 0.0 -0.3
H 2.14317 3.92035 0.59311 0.0 0.1 0.0
C 4.04855 1.19292 1.21214 0.0 -0.1 -0.1
H -0.43335 -3.47432 -1.73438 -0.1 0.1 0.1
S 1.75433 -0.34479 -1.70710 0.3 -0.9 -0.1
H -1.05854 1.68769 -0.13365 0.1 0.0 0.0
C 0.44154 -2.16362 -0.24804 -0.3 -0.2 0.3
C -3.04372 2.42364 0.23253 0.0 0.0 0.0
H 2.15374 -2.57571 -1.34447 0.1 0.1 -0.2
N -1.52378 -0.91353 -0.19834 -0.5 0.1 0.0
C -1.72592 -1.97260 -1.10611 0.3 -0.2 0.1
C -2.48825 0.10900 0.01111 -0.2 0.1 0.1
F 1.18636 -4.29820 0.49042 0.1 -0.1 -0.4
H 3.97918 3.15871 2.05089 0.0 0.1 0.1
N 1.67896 -1.82541 -0.86377 0.3 1.0 -0.5
N -0.58334 -2.72539 -1.07758 0.3 -0.1 0.0
C 2.52345 2.91431 0.50424 0.0 0.0 -0.1
C 1.97421 2.04691 -0.42547 -0.1 0.1 -0.1
C 0.73085 -3.11534 0.93538 0.1 -0.1 0.4
C 3.50442 0.32109 0.28362 0.2 0.0 0.1
C -0.25781 -0.88242 0.28212 0.1 -0.3 0.6
H -5.11100 2.85784 0.57662 -0.1 0.1 0.0
H -4.11191 -1.27773 0.18015 0.0 -0.1 0.0
O 0.25813 -0.08496 1.01630 -0.1 -0.1 0.1
H 3.86022 -0.69096 0.18305 0.1 -0.1 0.1
F -0.37027 -3.37191 1.64670 -0.2 0.2 -0.1
O 2.66111 -0.58212 -2.78579 0.3 0.0 0.1
H -2.74272 3.46031 0.24364 0.0 0.1 0.0
C -4.37385 2.08507 0.41838 0.0 0.1 0.0
C -2.09464 1.43904 0.02362 0.0 -0.1 -0.1
C -3.81799 -0.24098 0.19939 0.1 0.0 0.0
F 1.64921 -2.63611 1.76716 0.1 0.2 0.0
H 1.16726 2.34352 -1.07652 -0.1 0.1 0.0
C 2.47079 0.76272 -0.51602 -0.2 -0.2 -0.3
C -4.75811 0.75498 0.39787 0.0 0.0 0.0
H 4.85131 0.86267 1.85313 0.1 0.0 0.0
H -5.79421 0.48791 0.54005 -0.1 0.0 0.0
C 3.55641 2.48417 1.32153 0.0 0.0 0.0
```
Positions in Å, forces in eV/Å.

## Properties
maximum force: 1.17 eV/Å
multiplicity: 1
E_HOMO: -9.24 eV
orbital gap: 9.65 eV
DFT total energy: -1779.99329 hartree
SMILES: O=C1N[C@](NS(=O)(=O)c2ccccc2)(C(F)(F)F)C(=O)N1c1ccccc1


# 5
C27H18BrI2O5S4Zr as an isolated structure in a non-equilibrium geometry, computed with ωB97M-V with the def2-TZVPD basis set.

```
58
Properties=species:S:1:pos:R:3:forces:R:3
C -1.41981 3.20617 2.39039 0.0 0.0 0.0
H -4.27063 0.67791 1.75785 0.0 0.0 0.0
C 4.78394 0.39361 1.10698 0.0 0.0 0.0
C 2.90364 -1.21645 1.48811 0.0 0.0 0.0
C -4.72212 2.39925 -2.79735 0.0 0.0 0.0
C -2.43874 -0.78004 -4.04466 -0.2 0.3 0.2
H 3.88283 -5.18690 3.37085 0.0 0.0 0.0
O 1.73409 -1.49837 -0.66278 -0.1 0.0 0.4
H -1.79332 3.93235 -3.55357 0.0 0.0 0.0
C 1.86429 -4.94094 2.57429 0.0 0.0 0.0
S -3.77773 -0.53007 -4.96542 0.0 -0.1 -0.1
H 4.64581 1.65682 -0.68991 0.0 0.0 0.0
H 1.44355 -5.72718 3.18368 0.0 0.0 0.0
H 4.88546 -3.39628 2.11335 0.0 0.0 0.0
H 3.59294 -2.70976 0.11910 0.0 0.0 0.0
C -4.25945 1.47504 -1.87578 0.0 0.0 0.0
H -4.40067 2.23826 3.68280 0.0 0.0 0.0
C 2.15320 -0.50200 0.32488 0.1 0.0 0.0
H -4.19829 3.99582 -4.12558 0.0 0.0 0.0
C -2.91405 1.48486 -1.54400 0.0 -0.1 0.0
O 1.28264 0.55441 -2.21970 0.2 0.5 0.2
Br -0.70573 -4.81620 1.48500 0.0 0.0 0.0
S -2.47792 -1.70385 -2.55101 0.1 -0.1 0.0
C -3.83778 3.29351 -3.38526 0.0 0.0 0.0
H 5.70794 0.85600 1.42718 0.0 0.0 0.0
O -0.86146 0.16190 -0.51636 -0.4 0.4 0.2
O 2.61906 2.31547 -1.97881 0.0 0.0 0.0
C 4.18499 -0.52343 1.86066 0.0 0.0 0.0
C -1.34847 2.34626 1.30711 0.0 0.0 0.0
H -0.61393 3.90505 2.57293 0.0 0.0 0.0
C -2.48887 3.26520 -3.06265 0.0 0.0 0.0
S -2.37614 0.32365 -0.30600 0.1 0.3 0.3
C 3.26984 -4.58902 2.70631 0.0 0.0 0.0
H -4.92435 0.73301 -1.45096 0.0 0.0 0.0
I 1.33722 -3.01159 -3.64804 0.2 0.0 0.0
S -0.88592 -0.08056 -4.34420 0.0 0.0 0.1
H -5.76433 2.39172 -3.08652 0.0 0.0 0.0
C 0.96897 -2.55406 -0.11459 0.0 0.0 0.2
C 3.04920 -2.72985 1.07085 0.0 0.0 0.0
I 4.97155 -0.89350 3.77058 0.0 0.0 0.0
C 2.24795 1.21173 -1.63711 0.0 -0.1 -0.1
H 1.23367 -0.04924 0.70643 0.0 0.0 0.0
O -0.19718 -2.57143 -0.64251 0.1 -0.4 0.3
C -2.38857 1.45523 1.08886 0.0 -0.1 0.0
H 2.25379 -1.21686 2.36548 0.0 0.0 0.0
C 3.82421 -3.58695 2.02350 0.0 0.0 0.0
C -2.52054 3.17317 3.23937 0.0 0.0 0.0
C 4.14483 0.89382 -0.10811 0.0 0.0 0.0
C -3.48266 1.40018 1.93611 0.0 0.0 0.0
H -0.95450 2.30090 -1.90585 0.0 0.0 0.0
C -3.55037 2.27262 3.01440 0.0 0.0 0.0
C 1.11341 -4.30885 1.66078 0.0 0.0 0.0
C 2.91742 0.52577 -0.46281 0.0 0.0 0.0
Zr -0.00171 -1.02627 -2.09135 0.0 -0.6 -1.7
H -0.49607 2.35912 0.63994 0.0 0.0 0.0
H -2.56939 3.84847 4.08387 0.0 0.0 0.0
C -2.01196 2.35391 -2.13279 0.0 0.1 0.0
C 1.63621 -3.25158 0.83203 0.0 0.0 0.0
```
Positions in Å, forces in eV/Å.

## Properties
maximum force: 1.83 eV/Å
energy above the lowest of the compared OMol25 structures with the same formula, charge and spin: 286.9 kJ/mol
multiplicity: 1
E_HOMO: -4.92 eV
orbital gap: 6.69 eV
net charge: -1
DFT total energy: -6225.34727 hartree